No. 1
The following is a quantum chemistry calculation of C6H14O in the gas phase, from the Open Molecules 2025 dataset.

ORCA input file:
```
! RIJCOSX wB97M-V def2-TZVPD def2/J DEFGRID3
* xyz 0 1
C -0.186 1.799 -0.837
C 0.832 0.791 -0.302
C 2.068 0.743 -1.200
C 0.239 -0.614 -0.141
C -0.992 -0.680 0.761
C -1.383 -2.114 1.102
O -0.705 0.054 1.948
H 0.281 2.781 -0.984
H -1.022 1.934 -0.142
H -0.593 1.476 -1.805
H 1.140 1.125 0.697
H 2.529 1.733 -1.290
H 1.805 0.404 -2.211
H 2.823 0.054 -0.802
H 1.014 -1.281 0.263
H -0.040 -1.017 -1.126
H -1.832 -0.202 0.235
H -0.554 -2.624 1.603
H -1.645 -2.676 0.198
H -2.247 -2.129 1.776
H -1.531 0.441 2.257
*
```

The electronic energy comes out at -312.248999 hartree. The structure (SMILES) is CC(C)C[C@@H](C)O. Its orbital gap is 11.17 eV. Its HOMO energy is -10.238 eV. The energy relative to the best compared isomer or geometry (same formula, charge and spin) is 3.8 kcal/mol.



No. 2
The following is a quantum chemistry calculation of a molecular structure, C43H38Cl3F3N2O3S2SbSeSiTi in a non-equilibrium geometry, from the Open Molecules 2025 dataset.

ORCA input file:
```
! RIJCOSX wB97M-V def2-TZVPD def2/J DEFGRID3
* xyz -2 2
Ti -0.410 -0.934 1.205
Cl 6.424 -0.723 -1.060
C 4.690 -0.656 -0.844
C 3.869 -0.947 -1.925
C 2.500 -0.911 -1.736
C 1.956 -0.569 -0.494
O 0.668 -0.510 -0.328
C 2.802 -0.240 0.600
C 2.282 0.216 1.842
N 1.014 0.383 2.103
C 0.785 0.916 3.376
C 1.264 0.336 4.531
C 0.901 0.845 5.780
C 0.065 1.929 5.891
C -0.396 2.584 4.732
C -1.235 3.723 4.773
C -1.589 4.337 3.608
C -1.075 3.825 2.400
N -0.311 2.768 2.315
C -0.002 2.113 3.461
C 4.193 -0.317 0.391
H 4.295 -1.203 -2.884
H 1.823 -1.131 -2.546
H 3.003 0.511 2.611
H 1.832 -0.586 4.454
H 1.256 0.337 6.668
H -0.250 2.299 6.858
H -1.586 4.086 5.733
H -2.243 5.200 3.593
H -1.317 4.328 1.466
H 4.871 -0.097 1.206
C -3.875 -2.457 3.715
C -3.001 -1.483 2.971
S -1.317 -1.437 3.437
C -3.481 -0.693 1.993
C -4.907 -0.720 1.535
S -2.437 0.431 1.126
H -3.268 -3.105 4.345
H -4.427 -3.093 3.019
H -4.601 -1.947 4.357
H -5.579 -1.118 2.296
H -5.000 -1.345 0.639
H -5.245 0.288 1.280
F -3.829 6.427 -5.035
C -3.179 5.512 -4.265
C -3.922 4.624 -3.510
C -3.241 3.705 -2.729
C -1.855 3.646 -2.702
C -1.154 4.566 -3.464
C -1.800 5.505 -4.255
Sb -0.932 2.223 -1.340
C 1.006 2.455 -2.210
C 1.298 2.372 -3.567
C 2.592 2.534 -4.038
C 3.592 2.793 -3.118
F 4.861 2.948 -3.571
C 3.347 2.893 -1.766
C 2.046 2.715 -1.326
C -1.657 0.541 -2.443
C -0.886 -0.219 -3.309
C -1.416 -1.312 -3.977
C -2.735 -1.643 -3.743
F -3.261 -2.724 -4.374
C -3.531 -0.932 -2.863
C -2.976 0.160 -2.217
H -5.002 4.662 -3.536
H -3.828 3.016 -2.132
H -0.071 4.568 -3.450
H -1.251 6.220 -4.852
H 0.505 2.182 -4.284
H 2.834 2.459 -5.088
H 4.162 3.061 -1.078
H 1.847 2.755 -0.260
H 0.164 0.009 -3.454
H -0.809 -1.924 -4.632
H -4.540 -1.260 -2.660
H -3.571 0.674 -1.472
C 4.528 -3.813 2.005
Si 2.848 -4.227 1.175
C 3.199 -4.183 -0.698
C 2.454 -6.055 1.604
Se 1.235 -2.969 2.068
H 5.248 -4.624 1.895
H 4.390 -3.614 3.066
H 4.951 -2.918 1.552
H 4.056 -4.824 -0.905
H 3.435 -3.177 -1.041
H 2.348 -4.549 -1.276
H 3.324 -6.696 1.440
H 1.636 -6.412 0.979
H 2.140 -6.150 2.640
Cl 0.036 -3.327 -2.004
C -1.415 -4.072 -1.343
Cl -1.023 -5.637 -0.599
C -2.179 -3.177 -0.293
O -3.384 -3.400 -0.194
O -1.490 -2.320 0.326
H -2.089 -4.298 -2.168
*
```

The electronic energy comes out at -8254.089756 hartree. Its orbital gap (spin up / spin down) is 4.91 / 5.08 eV. Its HOMO energy (spin up / spin down) is -0.994 / -1.162 eV. The energy relative to the best compared isomer or geometry (same formula, charge and spin) is 30.3 kcal/mol.



No. 3
The following is a quantum chemistry calculation of 11 unconnected molecules or ions with the total composition C20H60F6O20P in a non-equilibrium geometry, from the Open Molecules 2025 dataset.

ORCA input file:
```
! RIJCOSX wB97M-V def2-TZVPD def2/J DEFGRID3
* xyz 0 2
P -14.754 -10.275 -6.963
F -14.485 -8.994 -7.971
F -15.196 -11.130 -8.229
F -13.145 -10.546 -7.117
F -15.042 -11.533 -6.010
F -14.343 -9.291 -5.771
F -16.299 -9.902 -6.740
C -18.683 -9.015 -8.160
C -17.929 -7.662 -7.979
O -17.571 -7.188 -9.285
O -19.909 -8.834 -8.858
H -18.855 -9.348 -7.137
H -18.127 -9.770 -8.717
H -17.020 -7.643 -7.378
H -18.632 -6.946 -7.553
H -16.908 -7.854 -9.483
H -19.834 -7.943 -9.209
C -18.525 -13.025 -8.064
C -19.090 -12.540 -6.740
O -18.051 -12.172 -5.893
O -19.464 -13.387 -9.009
H -17.981 -13.942 -7.837
H -17.929 -12.236 -8.524
H -19.699 -13.362 -6.364
H -19.687 -11.660 -6.980
H -17.503 -11.466 -6.244
H -19.675 -12.591 -9.503
C -13.363 -5.348 -8.860
C -14.653 -4.587 -9.349
O -14.266 -3.404 -10.017
O -12.673 -5.965 -9.910
H -13.781 -6.126 -8.221
H -12.658 -4.795 -8.240
H -15.316 -4.348 -8.517
H -15.162 -5.229 -10.069
H -13.589 -3.636 -10.657
H -11.870 -6.340 -9.539
C -14.687 -14.679 -6.583
C -14.693 -14.994 -8.094
O -15.898 -15.721 -8.600
O -14.492 -15.866 -5.758
H -15.636 -14.216 -6.315
H -13.872 -14.009 -6.308
H -13.843 -15.631 -8.342
H -14.405 -14.116 -8.672
H -15.948 -15.681 -9.558
H -15.223 -16.483 -5.840
C -9.888 -7.617 -8.569
C -11.157 -8.487 -8.154
O -11.772 -7.930 -7.011
O -10.155 -6.531 -9.416
H -9.115 -8.225 -9.039
H -9.271 -7.333 -7.716
H -10.940 -9.532 -7.934
H -11.911 -8.502 -8.940
H -12.647 -8.291 -6.854
H -9.302 -6.353 -9.817
C -10.889 -12.951 -6.029
C -11.566 -12.179 -4.837
O -11.631 -10.785 -5.171
O -9.438 -12.734 -5.936
H -11.000 -12.620 -7.061
H -10.978 -14.037 -6.049
H -11.039 -12.418 -3.913
H -12.532 -12.656 -4.670
H -12.304 -10.692 -5.849
H -9.304 -11.798 -6.096
C -16.763 -12.563 -2.572
C -16.963 -14.033 -2.827
O -17.761 -14.645 -1.768
O -16.100 -12.295 -1.335
H -17.769 -12.156 -2.464
H -16.139 -12.102 -3.338
H -16.014 -14.558 -2.938
H -17.533 -14.214 -3.738
H -17.551 -15.581 -1.784
H -16.730 -12.538 -0.653
C -14.449 -8.627 -11.308
C -15.095 -8.056 -12.592
O -15.692 -6.820 -12.388
O -15.424 -8.641 -10.232
H -13.552 -8.072 -11.034
H -13.966 -9.576 -11.539
H -15.933 -8.662 -12.938
H -14.438 -8.105 -13.460
H -16.207 -6.882 -11.580
H -14.910 -8.915 -9.470
C -16.283 -8.536 -1.298
C -15.339 -8.726 -2.475
O -16.002 -8.469 -3.755
O -16.834 -7.271 -1.129
H -15.803 -8.816 -0.360
H -17.036 -9.320 -1.380
H -14.991 -9.755 -2.561
H -14.518 -8.010 -2.509
H -15.486 -8.893 -4.444
H -16.239 -6.582 -1.435
C -16.220 -12.965 -11.230
C -15.689 -14.142 -12.005
O -16.097 -15.338 -11.407
O -17.655 -12.725 -11.535
H -15.732 -12.086 -11.652
H -16.061 -13.075 -10.157
H -14.600 -14.179 -12.045
H -15.954 -14.100 -13.061
H -16.945 -15.469 -11.838
H -18.165 -13.530 -11.423
*
```

The electronic energy comes out at -3243.200051 hartree. Its orbital gap (spin up / spin down) is 8.22 / 1.90 eV. Its HOMO energy (spin up / spin down) is -8.962 / -8.962 eV.



No. 4
The following is a quantum chemistry calculation of 4 unconnected molecules or ions with the total composition C38H82N6O13P3 in a non-equilibrium geometry, from the Open Molecules 2025 dataset.

ORCA input file:
```
! RIJCOSX wB97M-V def2-TZVPD def2/J DEFGRID3
* xyz 1 1
C -1.699 2.101 0.626
C -2.909 2.983 0.140
C -3.555 2.545 -1.240
C -2.745 1.470 -2.050
N -3.099 1.669 -3.498
C -2.782 0.491 -4.322
N -2.533 1.120 -5.681
C -1.118 1.402 -5.720
N -0.489 2.097 -6.621
C 0.977 2.341 -6.659
O 1.521 2.874 -5.467
C 1.823 4.245 -5.575
C 2.682 4.829 -6.601
C 3.000 6.253 -6.694
C 3.946 6.745 -7.848
C 2.442 7.189 -5.729
C 1.598 6.621 -4.661
C 1.282 5.186 -4.566
C 0.386 4.752 -3.366
C -1.118 4.469 -3.767
C 1.085 3.558 -2.590
N -0.398 0.792 -4.587
C -1.384 -0.227 -4.183
N -1.388 -1.121 -5.390
C -1.088 -1.209 -2.986
N -0.414 -0.596 -1.823
C 1.056 -0.493 -2.001
H -0.824 2.354 -0.047
H -1.864 0.999 0.568
H -1.381 2.452 1.647
H -2.612 4.069 0.136
H -3.726 2.905 0.917
H -4.636 2.271 -1.083
H -3.584 3.474 -1.889
H -3.049 0.443 -1.688
H -1.632 1.606 -2.000
H -4.100 1.877 -3.585
H -3.566 -0.320 -4.371
H -2.992 2.043 -5.610
H -1.054 2.495 -7.379
H 1.200 2.927 -7.582
H 1.460 1.330 -6.803
H 3.120 4.138 -7.357
H 4.095 7.852 -7.711
H 3.495 6.544 -8.853
H 4.943 6.226 -7.828
H 2.630 8.282 -5.778
H 1.187 7.362 -3.928
H 0.362 5.609 -2.633
H -1.699 5.406 -3.525
H -1.509 3.684 -3.075
H -1.270 4.231 -4.850
H 2.187 3.805 -2.551
H 0.713 3.424 -1.542
H 1.011 2.570 -3.109
H -0.546 1.540 -3.884
H -2.154 -1.793 -5.346
H -0.481 -1.571 -5.505
H -2.048 -1.712 -2.668
H -0.419 -2.043 -3.361
H -0.580 -1.195 -1.008
H 1.603 -1.403 -1.638
H 1.398 0.374 -1.364
H 1.369 -0.253 -3.046
O 7.565 3.895 -2.999
P 6.907 3.546 -1.684
O 7.117 1.909 -1.727
C 8.428 1.396 -1.516
C 8.927 1.663 -0.107
O 5.339 3.635 -2.216
C 5.064 4.266 -3.471
C 5.201 3.302 -4.634
O 6.262 3.404 -0.123
C 6.795 4.204 0.932
C 7.130 5.628 0.537
H 9.116 1.820 -2.253
H 8.380 0.319 -1.683
H 9.151 2.727 0.023
H 9.844 1.109 0.100
H 8.174 1.383 0.632
H 5.696 5.144 -3.606
H 4.036 4.638 -3.434
H 6.086 2.665 -4.572
H 5.227 3.832 -5.589
H 4.355 2.610 -4.651
H 7.680 3.715 1.347
H 6.051 4.217 1.732
H 7.757 5.670 -0.363
H 7.671 6.124 1.344
H 6.220 6.196 0.332
O -3.185 -0.107 3.775
P -3.753 -0.407 5.145
O -3.585 -2.050 5.127
C -2.276 -2.592 5.255
C -1.672 -2.305 6.618
O -5.353 -0.303 4.724
C -5.708 0.299 3.477
C -5.673 -0.699 2.333
O -4.284 -0.497 6.751
C -3.661 0.316 7.744
C -3.327 1.723 7.290
H -1.632 -2.204 4.461
H -2.362 -3.671 5.120
H -1.415 -1.244 6.705
H -0.757 -2.878 6.775
H -2.378 -2.548 7.414
H -5.073 1.161 3.272
H -6.724 0.690 3.579
H -4.795 -1.347 2.351
H -5.708 -0.193 1.363
H -6.528 -1.374 2.396
H -2.758 -0.182 8.107
H -4.345 0.365 8.595
H -2.767 1.730 6.346
H -2.720 2.226 8.044
H -4.238 2.305 7.136
O -4.171 -9.105 5.609
P -2.694 -9.151 5.293
O -2.144 -8.211 6.535
C -2.156 -8.760 7.847
C -1.195 -9.926 7.989
O -2.712 -8.021 4.081
C -3.966 -7.635 3.507
C -4.632 -6.521 4.293
O -1.089 -9.460 4.843
C -0.655 -10.809 4.672
C -1.665 -11.716 3.997
H -3.172 -9.066 8.112
H -1.858 -7.962 8.529
H -1.573 -10.800 7.448
H -1.074 -10.216 9.034
H -0.215 -9.674 7.580
H -4.625 -8.498 3.406
H -3.768 -7.287 2.490
H -4.595 -6.667 5.374
H -5.677 -6.397 4.001
H -4.114 -5.575 4.117
H -0.371 -11.225 5.642
H 0.259 -10.779 4.073
H -2.651 -11.663 4.473
H -1.327 -12.753 4.043
H -1.790 -11.441 2.948
*
```

The electronic energy comes out at -3827.473550 hartree. Its orbital gap is 8.28 eV. Its HOMO energy is -10.864 eV.



No. 5
The following is a quantum chemistry calculation of a molecular structure, C21H5F15GeNS3Se3TeZn, from the Open Molecules 2025 dataset.

ORCA input file:
```
! RIJCOSX wB97M-V def2-TZVPD def2/J DEFGRID3
* xyz -1 1
Zn 1.420 -2.775 2.070
Se 1.116 -3.001 4.464
Se 2.781 -4.622 4.799
Te 4.547 -3.807 3.231
Se 3.223 -4.187 1.130
S -0.587 -3.356 0.717
C 0.014 -3.285 -0.838
N 1.241 -2.977 -1.213
C 1.477 -2.783 -2.632
C 0.439 -3.642 -3.341
S -1.001 -3.631 -2.231
H 1.930 -2.681 -0.520
H 2.497 -3.075 -2.882
H 1.345 -1.729 -2.885
H 0.785 -4.668 -3.456
H 0.157 -3.240 -4.312
F 0.333 3.455 -1.086
C 0.568 3.609 0.226
C 0.570 2.524 1.083
C 0.770 2.803 2.426
F 0.724 1.814 3.325
C 0.995 4.083 2.902
F 1.187 4.314 4.202
C 1.009 5.138 2.008
F 1.222 6.381 2.443
C 0.788 4.904 0.664
F 0.781 5.931 -0.192
Ge 0.269 0.616 0.615
S 1.938 -0.581 1.202
C -1.558 0.431 1.346
C -2.555 1.221 0.801
F -2.275 2.028 -0.238
C -3.853 1.227 1.269
F -4.788 2.000 0.706
C -4.179 0.420 2.345
F -5.426 0.412 2.817
C -3.209 -0.369 2.933
F -3.525 -1.130 3.980
C -1.916 -0.349 2.430
F -1.015 -1.110 3.050
C 0.117 0.501 -1.365
C -0.919 -0.092 -2.063
F -2.007 -0.543 -1.428
C -0.898 -0.237 -3.443
F -1.914 -0.812 -4.095
C 0.188 0.225 -4.158
F 0.224 0.082 -5.486
C 1.246 0.824 -3.495
F 2.297 1.267 -4.191
C 1.194 0.943 -2.119
F 2.234 1.527 -1.516
*
```

The electronic energy comes out at -14879.334114 hartree. Its orbital gap is 6.42 eV. Its HOMO energy is -4.491 eV.



No. 6
The following is a quantum chemistry calculation of a molecular structure, C22H30FIrNO3Se2, from the Open Molecules 2025 dataset.

ORCA input file:
```
! RIJCOSX wB97M-V def2-TZVPD def2/J DEFGRID3
* xyz 1 1
Ir -0.920 1.121 1.703
C -2.887 2.057 4.552
Se -2.193 2.792 2.897
C -0.700 3.821 3.644
C 0.444 2.939 4.107
Se 1.220 1.998 2.576
C 1.875 0.449 3.521
H -3.288 2.875 5.144
H -2.119 1.516 5.097
H -3.690 1.376 4.282
H -1.102 4.412 4.467
H -0.403 4.500 2.845
H 0.101 2.168 4.796
H 1.230 3.519 4.590
H 1.049 -0.043 4.031
H 2.634 0.786 4.224
H 2.314 -0.220 2.786
C 1.986 1.847 -5.127
C 1.348 0.492 -4.866
C 2.241 -0.634 -5.361
C 1.584 -1.981 -5.123
C 1.263 -2.140 -3.665
C 1.218 -3.382 -3.078
C 0.910 -3.514 -1.726
F 0.869 -4.746 -1.204
C 0.651 -2.435 -0.935
C 0.703 -1.154 -1.508
C 0.395 -0.005 -0.678
O 0.171 -0.235 0.554
C 0.410 1.257 -1.305
C 0.753 1.320 -2.641
N 1.045 0.279 -3.413
C 1.009 -1.003 -2.869
C 0.157 2.612 -0.679
O 0.473 3.606 -1.299
O -0.468 2.688 0.464
H 2.337 1.862 -6.158
H 2.846 2.007 -4.475
H 1.297 2.681 -5.015
H 0.387 0.433 -5.386
H 3.207 -0.580 -4.850
H 2.425 -0.479 -6.423
H 2.227 -2.798 -5.451
H 0.663 -2.048 -5.709
H 1.416 -4.273 -3.660
H 0.407 -2.549 0.112
H 0.799 2.301 -3.086
C -0.865 -2.311 2.766
C -1.978 -1.830 1.842
C -3.223 -2.699 2.020
C -2.318 -0.361 2.097
H -0.647 -3.368 2.605
H -1.166 -2.196 3.811
H 0.054 -1.742 2.610
H -1.644 -1.933 0.802
H -3.605 -2.615 3.041
H -3.001 -3.751 1.834
H -4.020 -2.396 1.339
H -2.736 -0.243 3.104
H -3.142 -0.052 1.425
*
```

The electronic energy comes out at -6143.664697 hartree. Its orbital gap is 7.31 eV. Its HOMO energy is -11.030 eV. The energy relative to the best compared isomer or geometry (same formula, charge and spin) is 29.3 kcal/mol.



What is the formula in the fourth record? C38H82N6O13P3